Below is 3 unconnected molecules or ions with the total composition C12H23N2O9P2, with properties calculated with ωB97M-V/def2-TZVPD.

The geometry in XYZ format:
```
48
Properties=species:S:1:pos:R:3
P 0.767 0.104 -2.112
P -5.440 -1.443 0.466
O 2.138 -0.461 -2.914
O -5.564 -2.672 1.505
O -5.961 -1.773 -0.897
O -0.650 0.752 -1.537
O -3.823 -1.671 0.322
O 1.441 -0.040 -0.759
O -6.736 -0.660 1.130
O -0.073 -1.199 -2.569
O 7.985 2.833 0.730
N 9.221 2.910 2.857
N 4.700 4.044 1.607
C 3.341 0.263 -2.655
C -1.104 0.312 -0.261
C 8.734 2.858 1.818
C -7.249 0.484 0.428
C 4.696 1.677 1.850
C -6.816 -3.334 1.675
C 6.644 2.865 1.124
C 5.976 4.053 1.193
C -3.374 -2.703 -0.550
C 0.528 -2.495 -2.556
C 6.030 1.651 1.441
C 4.069 2.915 1.928
H -2.162 0.558 -0.191
H 3.045 3.020 2.268
H 6.583 0.719 1.362
H -6.607 -4.359 1.977
H 4.040 0.060 -3.466
H 3.781 -0.082 -1.721
H -6.447 1.076 -0.008
H -3.981 -3.601 -0.446
H -7.933 0.157 -0.353
H 4.192 0.751 2.099
H 6.494 4.969 0.929
H -7.392 -2.850 2.463
H -0.981 -0.763 -0.146
H -3.386 -2.356 -1.582
H -0.574 0.840 0.530
H -0.269 -3.221 -2.401
H -7.795 1.098 1.141
H 1.256 -2.587 -1.749
H -7.389 -3.347 0.747
H 1.003 -2.701 -3.513
H -2.345 -2.930 -0.269
H 4.237 4.945 1.668
H 3.148 1.333 -2.604
```

Computed properties:
Charge: +1
Gap between HOMO and LUMO: 0.22551 Ha
E_LUMO: -5.29 eV

In elementary charge units, the Mulliken charges are: P 1.0891; P 1.0315; O -0.3379; O -0.3292; O -0.6471; O -0.4638; O -0.3351; O -0.6455; O -0.3206; O -0.2527; O -0.3858; N -0.2962; N 0.0037; C -0.6793; C -0.3061; C 0.4153; C -0.6695; C -0.5627; C -0.6439; C 0.2805; C -0.1954; C -0.5666; C -0.5993; C -0.0195; C -0.3239; H 0.1632; H 0.4402; H 0.4692; H 0.2440; H 0.2772; H 0.2343; H 0.2979; H 0.3751; H 0.2774; H 0.4414; H 0.4384; H 0.2421; H 0.1707; H 0.2435; H 0.2292; H 0.2383; H 0.2466; H 0.3102; H 0.3318; H 0.2780; H 0.2172; H 0.2891; H 0.3048

Below is a molecular structure, C13H23F5NOOsPTe, with properties calculated with ωB97M-V/def2-TZVPD.

The geometry in XYZ format:
```
46
Properties=species:S:1:pos:R:3
Os 0.044 -0.470 1.089
Te 3.336 -1.811 1.561
P -1.005 -2.111 0.047
F 3.233 -0.014 2.231
F 3.283 -3.580 0.843
F 5.079 -2.142 2.323
F 2.516 -2.411 3.171
F 4.105 -1.101 -0.048
O 1.603 -1.670 0.814
N -1.174 2.507 1.057
C -1.828 2.458 -0.220
C -2.750 -1.812 -0.415
C 0.600 -0.239 -3.193
C 0.972 1.078 -3.451
C 0.237 2.512 1.256
C -0.151 -2.034 -1.616
C 0.421 0.269 -0.824
C -0.910 -3.912 0.316
C 0.290 -0.635 -1.894
C 0.880 1.577 -1.076
C -2.033 2.881 2.160
C 1.156 1.964 -2.396
C 1.112 2.587 0.004
H 1.129 1.416 -4.468
H 1.038 3.597 -0.417
H -2.212 1.433 -0.437
H -1.178 2.787 -1.047
H -0.476 -1.730 1.971
H 1.503 2.988 -2.573
H 0.460 3.397 1.890
H -2.850 3.499 1.765
H -2.843 -0.847 -0.926
H -1.198 -4.453 -0.594
H -2.693 3.136 -0.162
H -3.348 -1.803 0.501
H 0.722 -2.706 -1.539
H -2.474 1.995 2.644
H -0.926 0.238 2.263
H -3.110 -2.612 -1.075
H -0.842 -2.419 -2.385
H 0.522 -0.971 -3.997
H -1.468 3.451 2.905
H 2.143 2.481 0.371
H 0.122 -4.178 0.567
H 0.551 1.604 1.871
H -1.585 -4.191 1.131
```

Computed properties:
2S+1: 5
Charge: +2
Gap between HOMO and LUMO (spin up / spin down): 0.25519 / 0.20335 Ha
E_LUMO (spin up / spin down): -8.59 / -10.04 eV

In elementary charge units, the Mulliken charges are: Os 1.2448; Te 1.9732; P 0.6115; F -0.3979; F -0.3746; F -0.3364; F -0.3667; F -0.3732; O -0.4711; N 0.3611; C -0.7588; C -1.1504; C -0.8306; C -0.8564; C -0.9053; C -1.4366; C 0.6075; C -1.1579; C 0.4600; C -0.3552; C -0.7799; C -0.6402; C -1.1525; H 0.4484; H 0.4934; H 0.2497; H 0.3557; H 0.1147; H 0.4585; H 0.5195; H 0.3639; H 0.3361; H 0.4385; H 0.4305; H 0.4221; H 0.4003; H 0.3172; H -0.0100; H 0.4235; H 0.7219; H 0.5278; H 0.3752; H 0.4998; H 0.3635; H 0.3920; H 0.4433

Results for largest force on an atom: 0.173 0.101 (in hartree/bohr, following the order of the records).
Results for E_tot: -1940.069677 -1837.710017 (in Eh, following the order of the records).